The following is a DFT calculation (ωB97M-V/def2-TZVPD) of a 2-piece molecular cluster, C6H12N2 overall in a non-equilibrium geometry.

Each line ends with the Mulliken charge.
Geometry (Å):
C1 -1.259 1.640 0.148  -0.42
C2 -2.499 1.221 0.908  -1.01
H1 -1.309 2.691 -0.183  0.34
H2 -0.356 1.495 0.724  0.04
H3 -1.198 1.117 -0.788  0.10
H4 -3.390 1.091 0.244  0.28
H5 -2.916 2.045 1.469  0.33
H6 -2.546 0.223 1.349  0.32
C3 2.733 0.066 0.414  -0.91
C4 -0.247 -0.916 -1.337  -0.27
C5 1.615 -0.723 -0.196  0.55
C6 1.282 -2.047 -0.132  -0.57
N1 0.778 -0.103 -1.091  -0.57
N2 0.070 -2.125 -0.788  -0.06
H7 -1.134 -0.661 -1.879  0.50
H8 -0.515 -2.945 -0.742  0.18
H9 1.909 -2.865 0.179  0.36
H10 3.445 0.367 -0.349  0.25
H11 3.273 -0.506 1.174  0.30
H12 2.261 0.934 0.875  0.23

The HOMO-LUMO gap comes out at 9.409 eV. Its structure (SMILES) is Cc1c[nH]cn1.CC. As for the relative energy (zero: lowest compared OMol25 entry of this formula, charge and spin): 0.947 eV. The HOMO energy comes out at -8.5 eV.